(1)
A molecular structure, C21H39NP2Tc at a distorted geometry, computed with ωB97M-V/def2-TZVPD.

Element x y z (Å)
P (0.172, -1.986, -1.509)
P (0.072, 2.606, -1.811)
C (0.766, 0.474, -3.432)
C (1.119, 1.932, -3.229)
H (0.041, 0.313, -4.231)
H (1.591, -0.210, -3.697)
H (2.209, 2.047, -3.071)
H (0.780, 2.611, -4.018)
C (-1.553, 3.318, -2.365)
H (-1.983, 3.831, -1.493)
H (-2.254, 2.516, -2.665)
H (-1.420, 4.042, -3.196)
C (1.295, 3.847, -1.287)
H (1.235, 4.744, -1.928)
H (2.298, 3.404, -1.389)
H (1.131, 4.115, -0.240)
C (-0.880, -3.236, -2.384)
H (-0.845, -4.178, -1.816)
H (-0.484, -3.382, -3.410)
H (-1.918, -2.857, -2.436)
C (1.873, -2.514, -1.972)
H (2.549, -1.652, -1.915)
H (1.864, -2.916, -2.996)
H (2.182, -3.289, -1.260)
Tc (-0.494, 0.183, -1.888)
C (0.221, 1.505, -5.925)
C (-1.098, 1.456, -5.605)
C (-2.083, 0.715, -6.414)
C (-1.643, -0.747, -6.656)
C (-0.829, -1.360, -5.538)
C (0.521, -1.479, -5.563)
C (1.368, -0.754, -6.537)
C (0.903, 0.663, -6.949)
C (0.081, -2.423, 0.268)
H (0.797, 2.393, -5.654)
H (-1.507, 2.133, -4.849)
H (-2.163, 1.213, -7.407)
H (-3.067, 0.750, -5.928)
H (-2.561, -1.327, -6.785)
H (-1.153, -0.795, -7.634)
H (-1.360, -1.821, -4.704)
H (1.013, -2.177, -4.907)
H (1.449, -1.337, -7.475)
H (2.391, -0.729, -6.109)
H (1.830, 1.211, -7.179)
H (0.359, 0.601, -7.900)
H (0.970, -2.002, 0.765)
H (0.019, -3.464, 0.598)
H (-0.864, -1.967, 0.630)
C (2.096, 1.164, 0.627)
C (0.704, 1.473, 0.955)
C (0.296, 2.054, 2.182)
C (-1.091, 2.111, 2.168)
C (-1.518, 1.496, 0.959)
C (-2.902, 1.273, 0.544)
N (-0.413, 1.108, 0.226)
H (2.682, 2.103, 0.572)
H (2.231, 0.572, -0.292)
H (2.526, 0.605, 1.487)
H (1.005, 2.410, 2.917)
H (-1.752, 2.495, 2.932)
H (-3.492, 1.008, 1.450)
H (-3.373, 2.193, 0.138)
H (-2.978, 0.455, -0.189)

The highest occupied orbital energy (alpha / beta) is -13.601 / -12.973 eV. The calculation puts the relative energy (zero: lowest compared OMol25 entry of this formula, charge and spin) at 0.0 kJ/mol. As for the spin multiplicity: 4. The largest force on an atom comes out at 0.069 hartree/bohr. The value obtained for the orbital gap (alpha / beta) is 4.87 / 4.16 eV. Its charge is +2.

Atom charges from the Mulliken analysis, given in e for atoms 1 to 5: P 1.107; P 1.107; C 0.578; C -0.573; H -1.048

=====

(2)
2 unconnected molecules or ions with the total composition H3N3O2 at a distorted geometry, computed with ωB97M-V/def2-TZVPD.

Element x y z (Å)
N (0.598, 1.002, 0.389)
N (-0.132, -0.105, 0.570)
N (-0.552, -0.750, -0.497)
O (-0.367, -0.162, -1.579)
O (-0.965, -1.854, -0.285)
H (1.295, 0.996, -0.419)
H (0.064, 1.736, 0.118)
H (0.059, -0.862, 1.704)

The highest occupied orbital energy is -10.723 eV. The calculation puts the relative energy (zero: lowest compared OMol25 entry of this formula, charge and spin) at 189.4 kJ/mol. The largest force on an atom comes out at 0.119 hartree/bohr. The value obtained for the orbital gap is 10.64 eV. Its charge is 0.

Atom charges from the Mulliken analysis, given in e for atoms 1 to 5: N -0.504; N -0.340; N 1.171; O -0.617; O -0.634

=====

(3)
13 unconnected molecules or ions with the total composition C22H48BBr18N3O8 at a distorted geometry, computed with ωB97M-V/def2-TZVPD.

Element x y z (Å)
N (1.458, -0.666, -6.368)
H (2.025, -0.934, -5.576)
H (1.131, -1.464, -6.894)
H (1.814, 0.078, -6.952)
H (0.611, -0.301, -5.957)
N (-1.094, -3.696, -3.723)
H (-2.009, -3.475, -3.356)
H (-0.526, -2.914, -4.016)
H (-1.118, -4.126, -4.636)
H (-0.588, -4.193, -3.005)
N (2.838, -3.854, -0.345)
H (3.319, -3.069, -0.761)
H (2.136, -4.159, -1.005)
H (2.231, -3.502, 0.381)
H (3.389, -4.671, -0.125)
O (0.676, 1.671, -3.554)
C (0.576, 0.826, -2.640)
O (0.777, 0.967, -1.289)
B (0.484, -0.355, -0.572)
O (0.266, -1.293, -1.694)
C (0.348, -0.629, -2.833)
O (0.161, -1.166, -3.921)
O (-0.688, -0.216, 0.321)
C (-0.284, -0.571, 1.586)
O (-1.035, -0.626, 2.546)
C (1.132, -1.121, 1.472)
O (1.580, -0.763, 0.300)
O (1.752, -1.755, 2.269)
Br (-1.057, 1.228, 5.885)
C (-0.829, -0.716, 6.094)
C (0.552, -1.107, 5.593)
Br (0.736, -3.066, 6.020)
H (-1.485, -1.238, 5.398)
H (-0.959, -1.098, 7.107)
H (1.348, -0.604, 6.142)
H (0.722, -0.955, 4.528)
Br (-4.835, -2.200, 2.062)
C (-4.600, -2.250, 0.046)
C (-3.796, -1.127, -0.456)
Br (-3.119, -1.431, -2.291)
H (-5.599, -2.210, -0.389)
H (-4.148, -3.203, -0.226)
H (-2.983, -1.022, 0.262)
H (-4.294, -0.160, -0.376)
Br (6.481, -1.626, 3.565)
C (4.661, -0.823, 3.776)
C (4.710, 0.530, 3.079)
Br (2.784, 1.281, 3.168)
H (4.414, -0.798, 4.837)
H (3.901, -1.458, 3.320)
H (4.922, 0.416, 2.016)
H (5.391, 1.232, 3.560)
Br (4.557, -1.146, -0.287)
C (5.087, 0.022, -1.815)
C (4.309, 1.280, -2.047)
Br (4.702, 2.714, -0.739)
H (5.033, -0.598, -2.710)
H (6.156, 0.232, -1.785)
H (3.222, 1.211, -2.097)
H (4.592, 1.713, -3.006)
Br (2.216, 2.216, -6.602)
C (0.677, 3.459, -6.697)
C (1.067, 4.887, -6.973)
Br (-0.654, 5.944, -6.840)
H (0.258, 3.352, -5.697)
H (-0.035, 3.042, -7.409)
H (1.483, 5.128, -7.951)
H (1.799, 5.169, -6.216)
Br (-4.362, 0.361, 6.356)
C (-5.048, 1.047, 4.584)
C (-3.910, 1.289, 3.576)
Br (-4.711, 1.714, 1.835)
H (-5.769, 1.841, 4.777)
H (-5.650, 0.227, 4.191)
H (-3.271, 0.439, 3.337)
H (-3.199, 2.037, 3.925)
Br (-1.253, -3.967, 0.717)
C (-1.961, -4.694, 2.337)
C (-1.544, -3.810, 3.549)
Br (-2.187, -4.728, 5.191)
H (-1.436, -5.635, 2.501)
H (-3.013, -4.980, 2.346)
H (-2.046, -2.843, 3.513)
H (-0.459, -3.719, 3.497)
Br (-1.888, 4.033, -3.705)
C (-2.045, 2.999, -2.010)
C (-3.298, 3.352, -1.232)
Br (-4.882, 2.998, -2.310)
H (-1.222, 3.191, -1.322)
H (-2.082, 1.946, -2.290)
H (-3.424, 4.373, -0.872)
H (-3.308, 2.726, -0.340)
Br (-1.808, 3.633, 1.925)
C (0.066, 3.255, 2.392)
C (0.936, 3.834, 1.285)
Br (0.882, 5.872, 1.288)
H (0.311, 2.197, 2.491)
H (0.236, 3.635, 3.399)
H (0.596, 3.536, 0.294)
H (2.000, 3.595, 1.273)

The highest occupied orbital energy is -12.433 eV. The calculation puts the relative energy (zero: lowest compared OMol25 entry of this formula, charge and spin) at 76.3 kJ/mol. The largest force on an atom comes out at 0.084 hartree/bohr. The value obtained for the orbital gap is 5.77 eV. Its charge is +2.

Atom charges from the Mulliken analysis, given in e for atoms 1 to 5: N -0.261; H 0.303; H 0.374; H 0.140; H 0.319

=====

(4)
A single C4H4OS molecule at a distorted geometry, computed with ωB97M-V/def2-TZVPD.

Element x y z (Å)
C (0.810, 0.749, 0.194)
C (-0.010, -0.448, 0.066)
C (2.083, 0.682, 0.105)
C (-1.506, -0.287, -0.057)
O (0.423, -1.551, 0.062)
S (3.609, 0.395, 0.013)
H (0.157, 1.571, 0.030)
H (-2.103, 0.437, 0.385)
H (-1.886, -1.269, 0.375)
H (-1.578, -0.277, -1.173)

The highest occupied orbital energy (alpha / beta) is -6.707 / -10.052 eV. The calculation puts the relative energy (zero: lowest compared OMol25 entry of this formula, charge and spin) at 53.5 kJ/mol. As for the spin multiplicity: 3. The largest force on an atom comes out at 0.071 hartree/bohr. The value obtained for the orbital gap (alpha / beta) is 7.13 / 6.97 eV. Its charge is 0.

Atom charges from the Mulliken analysis, given in e for atoms 1 to 5: C 0.026; C 0.773; C -0.242; C -1.079; O -0.482